(1)
The following is a quantum chemistry calculation of a cluster of 9 separate species, C22H46O17S5 in total, from the Open Molecules 2025 dataset.

Geometry (Å):
S 10.564 0.099 0.995
S -1.496 7.256 -1.411
S 0.560 0.954 1.980
S -1.685 -4.627 6.767
S -8.959 2.155 -0.340
O -6.037 -5.482 -1.421
O -4.346 4.268 7.772
O 7.231 -4.688 -4.501
O 6.315 -2.606 -4.472
O 2.070 -1.007 -8.371
O -2.531 4.007 9.075
O -5.719 -6.705 0.483
O -1.063 -5.759 7.577
O 7.688 -3.242 -6.144
O -2.613 5.595 7.643
O -4.357 -4.905 -0.148
O 0.881 -1.916 -6.675
O 0.999 2.388 2.318
O -7.697 1.326 -0.772
O 1.914 -3.186 -8.266
O 10.485 1.568 1.457
O -2.900 7.883 -1.445
C -5.317 -4.522 -2.168
C -3.477 -5.035 6.496
C 8.335 -5.238 -5.177
C -3.226 4.585 8.134
C -1.278 0.926 2.115
C 0.561 0.693 0.162
C -0.991 7.452 0.391
C -4.213 -4.083 -1.263
C 8.917 -0.513 0.413
C -1.298 4.629 9.243
C -9.612 1.115 1.074
C 11.336 0.064 -0.708
C 1.564 -2.027 -7.641
C -1.551 5.976 8.520
C 2.443 -1.345 -9.636
C 6.983 -3.468 -4.986
C 8.507 -4.292 -6.343
C -5.369 -5.774 -0.305
C 2.727 -2.834 -9.391
C -0.403 8.454 -2.202
C -2.106 -3.049 7.628
C -10.298 1.648 -1.525
H 12.237 0.676 -0.736
H 3.781 -3.112 -9.406
H -0.080 -0.161 -0.054
H -9.619 0.032 0.953
H -0.584 4.141 8.579
H -2.677 -3.378 8.496
H -0.001 1.527 -0.261
H -0.698 6.227 7.890
H 1.593 0.673 -0.189
H -1.295 8.380 0.875
H 1.823 -1.174 -10.516
H -4.067 -4.875 7.398
H -3.579 -6.062 6.147
H 0.046 7.255 0.661
H -0.870 4.700 10.243
H -10.418 0.569 -1.626
H 9.230 -5.216 -4.556
H 8.917 -1.598 0.306
H 3.389 -0.835 -9.821
H -10.092 2.086 -2.502
H -5.941 -3.634 -2.280
H 10.691 0.369 -1.533
H -4.865 -4.796 -3.122
H -1.598 6.793 1.012
H 8.186 -6.282 -5.453
H -10.593 1.506 1.344
H 0.557 7.950 -2.089
H -0.707 8.649 -3.230
H -3.967 -4.377 5.779
H -4.460 -3.096 -0.872
H -1.575 1.439 3.030
H -9.072 1.382 1.983
H -11.275 2.106 -1.375
H 9.489 -3.829 -6.442
H -0.493 9.383 -1.640
H -3.252 -4.134 -1.773
H 8.142 -4.703 -7.285
H -1.760 6.800 9.202
H -1.661 -0.082 2.275
H -2.675 -2.221 7.205
H 11.851 -0.885 -0.858
H 8.648 -0.074 -0.547
H -1.697 1.226 1.155
H 8.147 -0.257 1.142
H -1.191 -2.524 7.905
H 2.498 -3.303 -10.348

Forces on the atoms, in the same order (eV/Å):
0.1 1.8 -0.4
-2.4 1.3 1.2
0.0 1.5 0.5
-0.5 -0.8 -1.5
1.3 -4.0 -0.4
-0.1 -0.7 -0.9
1.7 -0.2 0.6
-0.5 -0.1 0.4
0.5 -1.6 -0.6
-1.9 2.4 2.0
-0.2 -2.0 2.3
1.8 4.2 -3.2
-1.3 2.2 -0.1
-2.6 1.8 2.2
1.6 3.3 -0.8
0.7 -1.9 1.5
0.6 -0.2 -0.3
-0.7 -2.1 -0.9
-2.4 2.1 0.6
0.6 -0.1 -0.4
-0.2 -2.5 -1.1
1.9 -1.0 -0.1
-0.4 1.6 -0.5
0.0 0.1 0.3
1.1 -0.4 -0.1
-4.5 -1.4 -0.8
0.3 -0.8 0.0
-0.6 0.8 0.7
-0.2 0.0 0.3
-0.2 1.3 0.3
0.0 0.4 0.0
1.4 1.3 -1.8
-0.3 1.5 0.5
0.8 0.1 0.5
-0.4 -0.1 -0.7
1.2 -0.5 0.1
2.8 -1.6 -0.5
-0.6 2.7 0.3
1.5 -1.3 -2.3
-1.6 -3.6 3.2
0.1 -0.2 -2.6
-0.2 -0.2 0.9
0.5 -0.3 1.6
-0.1 0.7 -0.5
-0.3 0.7 0.5
0.2 0.3 1.6
0.6 -0.5 0.1
0.2 0.3 -0.6
0.2 -0.5 0.4
0.3 0.3 0.4
0.4 0.3 -0.1
-0.1 0.2 0.2
-0.3 -0.3 -0.1
0.1 0.7 -0.9
-0.9 0.3 0.7
0.3 -0.3 0.3
0.2 0.1 0.1
0.1 -0.1 -0.5
-0.7 -0.2 0.1
0.4 0.1 0.3
-0.2 0.1 0.4
0.4 0.0 0.1
0.0 0.1 -0.2
0.8 -0.2 -0.1
-0.4 -0.4 -0.6
-0.2 -0.2 0.2
-0.8 -0.9 -0.1
-0.1 -0.7 -0.7
-0.4 0.2 0.0
-0.4 -0.2 -0.4
0.3 0.5 -0.4
0.0 -0.5 0.1
0.6 0.2 -0.3
0.7 0.3 -0.4
0.1 0.6 -0.5
0.7 -0.1 -0.3
0.0 0.0 1.0
0.4 -0.8 -0.2
0.3 0.0 0.0
0.2 -0.1 0.6
0.7 -0.6 -0.2
-0.6 0.0 -0.3
0.5 -0.4 -0.1
-0.3 -0.8 -1.2
-0.8 -0.6 -0.1
0.1 0.1 0.1
-0.2 0.7 0.4
0.3 0.1 0.1
0.2 -0.5 0.4
-1.2 -0.8 0.4

The value obtained for the lowest unoccupied orbital energy is 0.18 eV. The energy comes out at -4135.56179 Ha. The value obtained for the HOMO-LUMO gap is 8.9485 eV.



(2)
The following is a quantum chemistry calculation of a cluster of 3 separate species, C22H47BNO7 in total, from the Open Molecules 2025 dataset.

Geometry (Å):
O 4.572 -1.465 0.532
O 4.248 1.371 1.645
O -0.222 7.154 3.951
O -4.421 -4.707 -4.214
O -1.133 4.272 4.493
O 2.319 0.217 -0.672
O 0.466 4.707 1.924
N -0.818 -2.172 -2.569
C 1.571 3.898 1.578
C 2.250 -1.134 -0.243
C 5.217 -0.259 0.151
C -1.039 8.300 4.014
C 5.453 0.712 1.290
C -4.720 -6.108 -3.923
C -0.170 6.440 5.177
C 4.181 1.722 3.007
C -0.899 -1.075 -4.531
C -1.531 -1.322 -3.332
C 0.327 -2.534 -3.225
C 0.031 4.957 4.934
C -5.343 -3.801 -3.683
C -1.767 -4.955 -2.137
C 0.287 -1.875 -4.428
C 2.144 0.359 -2.070
C -1.312 -2.522 -1.238
C -3.069 -5.728 -1.785
C 3.200 -1.386 0.910
C -1.599 4.545 3.176
C -0.732 3.962 2.078
C -1.357 -4.041 -0.936
B -3.535 -6.771 -2.982
H -0.515 2.912 2.306
H -0.995 -5.737 -2.212
H -4.691 -6.625 -4.905
H -0.421 -4.370 -0.456
H -2.576 4.060 3.113
H -0.578 9.072 4.640
H 3.053 -0.665 1.715
H 2.962 -2.370 1.322
H 6.196 -0.567 -0.227
H 1.123 0.108 -2.371
H -1.151 8.684 3.001
H 1.045 -1.898 -5.209
H 4.695 0.221 -0.678
H 2.483 -1.820 -1.063
H -2.137 -4.173 -0.168
H 1.089 -3.196 -2.836
H 6.176 1.477 0.977
H 2.342 1.401 -2.328
H -5.504 -3.010 -4.447
H 0.873 4.774 4.264
H -2.883 -6.333 -0.876
H -1.277 4.010 1.127
H -0.648 -2.062 -0.485
H 1.224 -1.323 0.093
H 4.885 2.532 3.230
H 1.703 3.089 2.301
H 2.468 4.518 1.605
H -2.467 -0.875 -3.010
H -1.767 5.613 3.029
H -2.294 -2.059 -1.104
H -2.585 -6.979 -3.725
H 1.459 3.484 0.572
H 3.170 2.062 3.211
H 2.858 -0.263 -2.620
H 5.861 0.167 2.149
H -4.977 -3.271 -2.780
H -1.224 -0.421 -5.329
H 0.284 4.499 5.893
H -1.094 6.588 5.746
H -3.879 -5.010 -1.547
H 0.674 6.834 5.759
H -3.973 -7.821 -2.523
H 4.386 0.860 3.653
H -6.335 -4.233 -3.474
H -2.036 8.054 4.397
H -5.742 -6.267 -3.530
H -1.862 -4.428 -3.093

Forces on the atoms, in the same order (eV/Å):
0.0 0.1 0.1
-0.1 -0.2 0.2
-0.3 -0.1 0.0
-1.0 -0.1 0.3
0.0 0.1 0.0
0.3 0.0 -0.1
0.1 -0.1 0.3
-0.6 0.0 1.0
0.0 0.2 -0.1
-0.1 0.3 0.2
0.1 -0.1 -0.1
0.2 -0.1 -0.1
-0.2 0.2 -0.1
0.9 -0.8 -0.3
0.2 0.1 -0.3
0.1 0.0 -0.2
0.8 -1.0 1.1
-0.9 1.2 -1.0
-0.3 0.4 -0.3
0.0 -0.1 0.1
0.1 0.8 -0.7
-0.3 -0.6 1.4
0.5 0.6 -1.4
-0.1 0.2 0.1
0.9 -0.6 0.7
0.1 -0.3 -0.4
0.0 -0.2 0.0
-0.1 -0.1 0.0
0.0 0.4 -0.2
-0.4 0.3 -0.4
-0.5 0.5 -0.1
0.0 0.0 0.0
-0.1 0.4 -0.4
-0.2 0.2 0.2
-0.1 0.2 -0.3
0.0 -0.1 0.1
-0.1 0.1 0.1
0.0 0.2 -0.1
0.1 0.0 -0.1
0.0 -0.1 0.1
0.0 -0.1 -0.1
0.1 0.0 0.0
-0.1 -0.2 0.3
-0.1 0.1 0.1
0.0 0.0 0.0
0.3 0.1 -0.1
-0.4 0.0 0.1
0.2 -0.1 0.0
0.0 0.0 0.1
0.0 -0.2 0.3
0.0 0.2 -0.1
0.0 0.4 -0.1
-0.1 -0.2 0.1
-0.3 0.1 -0.2
0.0 -0.2 0.0
0.0 0.0 0.2
-0.1 -0.1 -0.1
-0.1 0.1 0.0
0.2 -0.4 0.2
0.2 0.0 -0.1
0.1 -0.2 -0.3
0.3 -0.2 0.0
0.1 -0.2 0.0
0.0 0.0 0.0
-0.1 -0.1 0.0
0.0 0.0 0.0
-0.1 -0.4 -0.1
0.1 -0.2 0.1
-0.1 0.0 0.0
0.0 0.0 0.0
0.3 -0.1 0.0
-0.1 -0.1 0.2
0.0 -0.2 0.0
0.1 0.0 0.0
0.3 -0.1 0.1
0.0 0.1 0.1
0.2 0.6 0.0
0.0 -0.1 0.2

The charge is -1. The value obtained for the lowest unoccupied orbital energy is 2.02 eV. The energy comes out at -1472.57477 Ha. The value obtained for the HOMO-LUMO gap is 6.1152 eV.



(3)
The following is a quantum chemistry calculation of a structure of composition C22H47FGaO10S5, from the Open Molecules 2025 dataset.

Geometry (Å):
Ga 0.373 5.810 -1.162
S 0.138 6.745 3.477
S -1.714 -7.467 -6.340
S 0.689 -3.554 -2.248
S -0.005 2.104 5.687
S -0.272 0.912 0.193
F 3.433 4.608 -0.521
O -0.049 3.251 6.555
O 0.321 7.501 2.273
O -2.370 -7.135 -5.100
O 0.587 2.186 4.377
O -0.319 -7.177 -6.544
O -0.465 0.138 -1.011
O 0.951 -3.947 -0.883
O -1.164 6.594 4.082
O -1.229 1.907 0.593
O 1.679 -2.813 -2.989
C 1.315 7.305 4.727
C -3.357 -9.165 -7.474
C 1.842 1.361 1.660
C -0.888 -2.719 -2.357
C 1.375 1.602 0.228
C 2.239 6.672 -0.862
C 3.358 5.775 -1.324
C 0.755 0.716 6.548
C 0.887 5.149 3.201
C 2.277 6.131 4.950
C 0.219 -5.000 -3.216
C -1.261 -4.818 -3.569
C -0.362 -0.313 6.757
C -3.231 -8.003 -8.468
C -0.051 -0.223 1.582
C -1.377 -0.124 5.620
C -1.631 1.376 5.530
C -2.047 -9.191 -6.695
C -2.690 -6.795 -7.695
C -1.531 -3.306 -3.608
C 1.408 -0.067 2.023
C 2.334 5.333 3.637
H -1.503 -5.311 -4.503
H -4.190 -8.984 -6.791
H -1.885 -5.278 -2.800
H 0.407 -5.887 -2.616
H 2.031 -0.786 1.488
H 3.186 5.430 -2.348
H -2.096 -9.735 -5.754
H -3.486 -6.201 -7.250
H 0.579 4.214 -1.384
H 2.268 7.593 -1.452
H 1.178 1.083 7.480
H -2.045 -6.158 -8.295
H 4.357 6.226 -1.262
H -0.853 -0.136 7.716
H -0.288 -1.230 1.247
H 2.882 5.898 2.879
H -2.230 1.737 6.366
H -0.750 0.088 2.357
H 2.920 1.489 1.745
H 2.828 4.370 3.764
H -1.447 -2.979 -1.458
H -2.066 1.704 4.588
H -1.070 -2.867 -4.496
H 0.761 7.583 5.620
H -0.728 -1.644 -2.390
H 1.899 5.490 5.750
H 2.405 6.927 0.190
H -2.533 -8.276 -9.261
H 0.851 -5.015 -4.102
H -2.597 -3.088 -3.641
H -3.537 -10.113 -7.978
H 1.824 8.176 4.317
H 3.264 6.487 5.248
H -4.185 -7.767 -8.938
H 0.385 4.410 3.821
H 0.764 4.900 2.147
H -1.223 -9.564 -7.303
H 1.329 2.655 -0.053
H -0.517 6.044 0.138
H -2.300 -0.671 5.804
H 1.364 2.078 2.332
H 1.978 1.045 -0.490
H 0.040 -1.326 6.776
H 1.518 -0.266 3.090
H 1.546 0.336 5.904
H -0.250 6.442 -2.515
H -0.955 -0.485 4.679

Forces on the atoms, in the same order (eV/Å):
0.2 -0.1 0.0
0.0 -0.7 -0.2
-0.2 -0.2 -0.2
-0.1 0.0 0.0
-0.1 -0.2 0.2
0.3 0.1 0.1
0.1 0.0 0.1
0.1 0.1 -0.1
-0.1 0.7 0.2
0.0 -0.2 -0.1
0.0 0.0 0.1
0.0 0.1 0.2
-0.2 0.0 -0.1
0.1 0.0 0.0
0.0 0.2 0.0
-0.2 -0.1 -0.1
0.1 0.0 0.0
0.2 0.0 0.1
0.0 0.1 0.0
-0.1 0.1 0.0
-0.2 0.1 -0.2
0.2 0.1 0.2
-0.1 -0.5 0.0
-0.1 0.2 -0.1
-0.1 -0.2 0.1
0.1 -0.2 0.0
0.0 0.0 0.0
-0.2 -0.2 -0.1
0.1 0.3 0.1
0.0 0.0 0.0
0.0 0.0 0.0
0.2 -0.2 0.1
0.1 0.0 0.0
-0.1 -0.1 0.0
-0.1 -0.1 -0.1
-0.1 0.0 -0.2
0.1 -0.1 0.0
0.0 0.1 0.0
0.0 0.1 0.0
0.1 0.2 0.1
0.0 0.0 0.0
0.0 0.0 0.0
0.1 0.0 0.0
0.0 0.0 0.0
0.1 0.0 0.0
0.1 0.1 0.0
0.0 0.0 0.1
0.1 0.0 0.0
0.1 0.0 0.0
0.0 0.1 0.0
0.0 0.0 0.1
0.0 -0.1 0.0
0.0 0.0 0.0
-0.1 0.0 0.0
0.0 0.0 0.0
0.0 0.0 0.0
0.0 0.1 0.0
0.0 0.0 0.0
0.0 0.0 0.0
0.0 0.0 0.0
0.1 0.1 0.0
0.0 0.0 0.0
0.0 0.0 0.0
0.1 0.0 0.1
0.0 0.0 0.0
0.0 0.1 0.0
0.0 0.0 0.0
0.0 0.1 0.0
0.0 0.0 0.0
0.0 0.0 0.0
0.0 0.0 -0.1
0.0 0.0 0.0
0.0 0.0 0.0
0.0 0.1 0.0
-0.1 0.1 0.0
0.0 0.0 0.0
-0.1 0.0 -0.2
-0.2 0.0 0.0
0.0 0.0 0.0
0.1 -0.1 -0.1
-0.1 0.0 -0.1
0.0 0.0 0.0
0.0 0.0 0.0
0.0 0.1 -0.1
0.0 0.0 0.0
0.0 0.0 0.0

The charge is -1. The value obtained for the lowest unoccupied orbital energy is 1.45 eV. The energy comes out at -5634.37011 Ha. The value obtained for the HOMO-LUMO gap is 5.7748 eV.